DFT (ωB97M-V/def2-TZVPD) results for a cluster of 8 separate species, C18H32Cl12O6 in total in a non-equilibrium geometry.

Properties
* SMILES: O=C1OCCO1.O=C1OCCO1.ClCCCl.ClCCCl.ClCCCl.ClCCCl.ClCCCl.ClCCCl
* gap between HOMO and LUMO: 10.83 eV
* LUMO: 0.14 eV
* DFT total energy: -181741.1118 eV

Geometry as XYZ:
```
68
Properties=species:S:1:pos:R:3:lowdin_charge:R:1
C -0.9455 -0.2850 0.1818 -0.148
C -0.6453 -1.5700 0.9699 -0.098
O 0.2223 -2.3003 0.0695 0.075
C 0.2853 -1.6766 -1.1173 -0.554
O 0.9382 -2.0635 -2.0369 0.113
O -0.4666 -0.5601 -1.1380 0.042
H -0.3727 0.5554 0.5822 0.080
H -1.9964 -0.0157 0.2051 0.085
H -1.5327 -2.1609 1.1712 0.089
H -0.0718 -1.3519 1.8625 0.077
C 4.3286 -1.5458 -1.0000 -0.085
C 3.8433 -2.7724 -1.8042 -0.123
O 4.9531 -3.6588 -1.7963 0.059
C 6.0329 -3.0654 -1.2208 -0.577
O 7.1280 -3.5214 -1.2521 0.162
O 5.6756 -1.9173 -0.6223 0.057
H 3.8141 -1.3839 -0.0584 0.129
H 4.4177 -0.6585 -1.6173 0.077
H 3.6165 -2.5057 -2.8344 0.123
H 2.9732 -3.2188 -1.3374 0.110
Cl -0.3242 3.2473 1.7259 0.535
C -2.0770 3.0165 2.0315 -0.669
C -2.4463 3.4790 3.4257 -0.651
Cl -3.8183 2.5240 4.0549 0.543
H -2.2685 1.9557 1.8821 0.030
H -2.6004 3.5324 1.2309 0.046
H -2.6716 4.5413 3.4287 0.078
H -1.6296 3.2852 4.1152 0.020
Cl -0.0377 -2.4202 -7.6145 0.559
C 0.8681 -2.1990 -6.1140 -0.680
C -0.0259 -1.8773 -4.9536 -0.661
Cl -0.8577 -0.3136 -5.1497 0.573
H 1.6249 -1.4269 -6.2299 0.069
H 1.3728 -3.1375 -5.8830 0.079
H 0.5053 -1.8380 -4.0003 0.032
H -0.7653 -2.6619 -4.7851 0.080
Cl -4.0431 -1.6586 2.4234 0.572
C -4.0954 -2.4215 4.0381 -0.655
C -3.0679 -1.8118 4.9444 -0.713
Cl -3.0950 -2.6370 6.5104 0.576
H -3.9121 -3.4850 3.9114 0.070
H -5.1056 -2.2941 4.4179 0.072
H -3.1595 -0.7317 5.0633 0.056
H -2.0701 -1.9161 4.5124 0.036
Cl 2.0804 2.0834 -0.6497 0.562
C 1.5630 1.8853 -2.3391 -0.673
C 2.4408 0.9327 -3.1055 -0.667
Cl 4.0976 1.5402 -3.2859 0.586
H 1.5627 2.8691 -2.7951 0.029
H 0.5445 1.5002 -2.3291 0.041
H 2.0142 0.8053 -4.1012 0.065
H 2.4168 -0.0487 -2.6319 0.041
Cl -2.6065 2.2015 -1.4001 0.613
C -2.5135 2.3608 -3.1752 -0.650
C -2.3719 3.7919 -3.6050 -0.601
Cl -0.7563 4.3985 -3.0684 0.561
H -3.4164 1.9038 -3.5754 0.079
H -1.6546 1.7693 -3.4775 0.004
H -3.1548 4.4452 -3.2366 0.073
H -2.2762 3.8719 -4.6849 0.069
Cl -0.2731 0.3177 4.0124 0.604
C 0.4729 0.1317 5.6252 -0.628
C 0.6480 1.4591 6.3091 -0.601
Cl -0.9504 2.0409 6.9503 0.520
H 1.4644 -0.2898 5.4318 0.078
H -0.0643 -0.6393 6.1695 0.068
H 0.9485 2.2109 5.5888 0.062
H 1.2864 1.3835 7.1807 0.072
```

=====

DFT (ωB97M-V/def2-TZVPD) results for a cluster of 2 separate species, C4H14N2O2 in total in a non-equilibrium geometry.

Properties
* spin multiplicity: 2
* total charge: +1
* gap between HOMO and LUMO (spin up / spin down): 10.21 / 5.25 eV
* LUMO (spin up / spin down): -3.22 / -8.17 eV
* DFT total energy: -11439.4173 eV

Geometry as XYZ:
```
22
Properties=species:S:1:pos:R:3:lowdin_charge:R:1
C 0.6368 1.2602 -1.1327 -0.154
O 1.9352 0.6141 -1.1284 -0.078
C -0.2082 -0.0120 -1.3689 -0.219
C -1.2263 -0.1782 -0.0691 -0.097
C -0.8482 -1.2915 0.9050 -0.184
N -0.2841 -0.5993 2.1888 -0.030
N -1.1612 0.0696 -2.5615 0.255
H 0.7883 1.9022 -1.9448 0.111
H 0.3627 1.7651 -0.1669 0.142
H 2.2896 0.6508 -0.1213 0.158
H 0.5095 -0.8646 -1.6051 0.171
H -2.1366 -0.3301 -0.7343 0.121
H -1.2129 0.8675 0.2303 0.097
H -0.0697 -1.9507 0.4499 0.124
H -1.6845 -1.9627 1.2060 0.119
H -0.7729 0.2821 2.4700 0.108
H -0.2334 -1.3728 2.9044 0.116
H -1.8323 0.8099 -2.7499 0.144
H -0.7835 -0.4800 -3.3874 0.174
H 1.2265 0.3135 1.9181 -0.043
H 2.5745 -0.0948 2.5809 0.036
O 2.1307 0.6017 2.1170 -0.072
```

=====

DFT (ωB97M-V/def2-TZVPD) results for a cluster of 2 separate species, C2H4ClOP in total in a non-equilibrium geometry.

Properties
* gap between HOMO and LUMO (spin up / spin down): 6.73 / 8.78 eV
* LUMO (spin up / spin down): -2.03 / -0.47 eV
* DFT total energy: -25993.0883 eV

Geometry as XYZ:
```
9
Properties=species:S:1:pos:R:3:lowdin_charge:R:1
C -0.8318 -1.5581 0.3785 -0.712
C 1.2442 0.6962 -0.1629 -0.494
O -0.2902 -2.4781 -0.1601 -0.067
P -1.8735 -0.2407 -0.3694 0.848
Cl 2.1492 -0.7139 -0.1056 0.616
H -0.6984 -1.2950 1.4065 0.038
H 0.2597 0.6854 0.3654 -0.061
H 1.5134 1.2059 -1.0525 -0.013
H -1.5191 -0.7287 -1.5959 -0.155
```

=====

DFT (ωB97M-V/def2-TZVPD) results for the ion C8H13N4O2 with charge +1 in a non-equilibrium geometry.

Properties
* total charge: +1
* gap between HOMO and LUMO: 8.33 eV
* LUMO: -3.36 eV
* DFT total energy: -18551.7035 eV

Geometry as XYZ:
```
27
Properties=species:S:1:pos:R:3:lowdin_charge:R:1
C 0.6460 -0.6827 0.0517 -0.173
C -0.4613 -0.1262 -0.3468 -0.087
C 0.5378 2.3286 -0.7682 -0.142
C 2.3657 0.6783 -1.1121 -0.421
C -2.8025 -0.2191 0.1514 -0.125
C 2.7066 -1.5982 -0.7845 -0.010
C 2.7399 2.9282 -0.2254 0.011
C -3.9683 -1.8898 1.5687 -0.049
N 1.9345 -0.3931 -0.5060 -0.068
N 1.7104 1.9502 -0.5747 0.034
N -3.9045 -0.6447 0.7636 -0.005
N -1.6000 -0.6658 0.3964 0.039
O -0.5439 2.7748 -0.8354 0.254
O 3.3196 0.8971 -1.8443 0.120
H 0.7234 -1.4928 0.8160 0.129
H -2.9716 0.7150 -0.4189 0.167
H 2.0132 -2.4072 -0.7088 0.073
H 3.2417 -1.4937 -1.7976 0.127
H 3.5787 -1.7857 -0.0697 0.126
H 2.2138 3.7377 0.3833 0.127
H 3.4521 2.4816 0.4866 0.115
H 3.2887 3.4279 -1.1395 0.154
H -5.0958 -2.3182 1.7183 0.157
H -3.3307 -2.6485 1.0870 0.079
H -3.5065 -1.7408 2.5391 0.081
H -4.7659 -0.2125 0.4024 0.160
H -1.5212 -1.6003 0.7672 0.127
```

=====

DFT (ωB97M-V/def2-TZVPD) results for the molecule C4H6ClF in a non-equilibrium geometry.

Properties
* SMILES: C[C@H]1[C@@H](F)[C@H]1Cl
* gap between HOMO and LUMO: 10.84 eV
* LUMO: 0.80 eV
* DFT total energy: -19483.9179 eV

Geometry as XYZ:
```
12
Properties=species:S:1:pos:R:3:lowdin_charge:R:1
C -1.1726 -0.8419 -0.3486 -0.071
C 0.1594 -0.4788 0.2431 -0.326
C 0.5702 0.8017 0.8429 -0.590
C 1.0473 0.4276 -0.4967 -0.321
H -1.1268 -1.7062 -1.0322 0.087
H -1.9483 -1.0071 0.4039 0.078
H -1.4976 -0.0325 -1.0375 0.081
H 0.7336 -1.3010 0.7198 0.149
H 1.3003 0.8337 1.6498 0.105
H 2.1242 0.2463 -0.5620 0.154
F 0.5829 1.1438 -1.5465 0.024
Cl -0.7724 1.9144 1.1641 0.630
```

=====

DFT (ωB97M-V/def2-TZVPD) results for the ion C7H11N2O3 with charge +1 in a non-equilibrium geometry.

Properties
* spin multiplicity: 3
* total charge: +1
* gap between HOMO and LUMO (spin up / spin down): 6.41 / 6.81 eV
* LUMO (spin up / spin down): -3.96 / -7.52 eV
* DFT total energy: -16546.1575 eV

Geometry as XYZ:
```
23
Properties=species:S:1:pos:R:3:lowdin_charge:R:1
C 0.5518 -0.1906 -1.9345 -0.081
C 1.0452 0.3582 0.4328 -0.375
C 0.1139 1.4415 0.2680 -0.189
C 0.1884 -0.9811 0.7625 0.071
C -0.9964 -0.9147 -0.1367 -0.308
C 3.2366 1.3419 0.6456 -0.035
C -3.5422 -1.0632 0.3829 0.059
N 1.4011 0.3174 -1.1373 0.176
N -0.7581 -0.8428 -1.4839 0.202
O -1.0810 1.3108 0.1092 0.184
O 2.1501 0.6185 1.2477 -0.054
O -2.0634 -1.1429 0.5763 0.008
H 0.9178 -0.3460 -2.9022 0.117
H 0.6188 2.3703 0.2207 0.165
H 0.9346 -1.7363 0.5682 0.151
H -0.0366 -0.9650 1.7954 0.137
H 3.6016 0.8083 -0.2640 0.102
H 4.0420 1.2592 1.4796 0.143
H 2.9928 2.3274 0.4118 0.067
H -4.0563 -0.1314 0.0890 0.116
H -3.8088 -1.5195 1.3482 0.120
H -3.8998 -1.6524 -0.3999 0.067
H -1.5523 -0.6676 -2.0793 0.158
```

=====

DFT (ωB97M-V/def2-TZVPD) results for the molecule C3H8N2OS in a non-equilibrium geometry.

Properties
* SMILES: [H]/N=C\NOCCS
* gap between HOMO and LUMO: 9.97 eV
* LUMO: 0.68 eV
* DFT total energy: -19101.2076 eV

Geometry as XYZ:
```
15
Properties=species:S:1:pos:R:3:lowdin_charge:R:1
C -1.6333 0.5274 0.6080 -0.503
C -0.5214 0.9594 -0.3447 -0.286
C 2.1703 -0.6930 0.0540 -0.315
H -2.0880 -1.5968 -0.3371 -0.157
H -1.2328 0.0193 1.4548 0.055
H -2.2369 1.3621 0.9587 0.065
H -0.9367 1.4904 -1.1892 0.114
H 0.1782 1.6026 0.2245 0.117
H 0.5918 -1.9196 0.0526 0.137
H 2.7124 -1.5838 0.3410 0.108
H 2.1305 1.0988 -0.4088 0.018
N 0.8098 -0.9192 0.1662 0.005
N 2.7721 0.3398 -0.3237 0.119
O 0.1447 -0.1935 -0.9058 -0.176
S -2.8608 -0.4937 -0.3504 0.698
```

=====

DFT (ωB97M-V/def2-TZVPD) results for a cluster of 2 separate species, CH4OS2 in total.

Properties
* SMILES: C=O.SS
* gap between HOMO and LUMO: 8.84 eV
* LUMO: 0.31 eV
* DFT total energy: -24818.5143 eV

Geometry as XYZ:
```
8
Properties=species:S:1:pos:R:3:lowdin_charge:R:1
S -2.1337 -1.3386 0.4900 0.227
S -2.4003 0.4858 -0.5257 0.215
H -0.8878 -1.0705 0.8725 -0.241
H -3.3774 -0.0086 -1.3325 -0.201
O 1.3663 1.3116 0.2130 -0.017
C 2.2063 0.4604 0.1198 -0.143
H 1.9900 -0.5488 -0.2664 0.080
H 3.2366 0.7086 0.4293 0.080
```

=====

DFT (ωB97M-V/def2-TZVPD) results for a structure of composition C25H30GeN5Ru in a non-equilibrium geometry.

Properties
* spin multiplicity: 2
* gap between HOMO and LUMO (spin up / spin down): 5.77 / 7.15 eV
* LUMO (spin up / spin down): 0.35 / 0.35 eV
* DFT total energy: -92959.1371 eV

Geometry as XYZ:
```
62
Properties=species:S:1:pos:R:3:lowdin_charge:R:1
Ru -1.1744 1.1628 0.3191 0.996
C -1.7859 3.1888 0.2278 -0.235
C -1.7383 2.7676 1.5895 -0.250
C -2.7846 1.7965 1.8019 -0.198
C -3.3796 1.5526 0.5526 -0.207
C -2.7842 2.4024 -0.4345 -0.220
H -1.1793 3.9608 -0.2203 0.102
H -1.0836 3.1670 2.3494 0.097
H -3.0391 1.3302 2.7412 0.088
H -4.1476 0.8204 0.3520 0.100
H -3.0902 2.4934 -1.4642 0.093
C -1.8530 -2.7599 1.2263 -0.140
N -1.5472 -1.7327 2.1622 -0.060
C -0.4122 -1.7967 3.0195 -0.138
C 0.5514 -0.6586 2.7887 -0.291
N 0.3540 0.3869 2.0351 0.126
C 1.4749 1.2044 2.2396 -0.244
C 1.8087 2.4416 1.6919 -0.035
C 3.0108 3.0086 2.0685 -0.083
C 3.8771 2.3710 2.9678 -0.095
C 3.5577 1.1476 3.5241 -0.025
C 2.3429 0.5926 3.1443 -0.215
N 1.7246 -0.5974 3.4805 0.160
C -1.8941 -2.2548 -0.1931 -0.297
N -1.7268 -1.0260 -0.5902 0.123
C -1.9259 -1.0534 -1.9762 -0.239
C -1.8549 -0.0331 -2.9220 -0.032
C -2.0776 -0.3661 -4.2440 -0.082
C -2.3617 -1.6823 -4.6355 -0.094
C -2.4351 -2.7051 -3.7093 -0.025
C -2.2166 -2.3562 -2.3827 -0.207
N -2.1925 -3.1038 -1.2197 0.162
H -2.8090 -3.2610 1.4314 0.125
H -1.0868 -3.5383 1.2898 0.125
H -2.2696 -1.0751 2.3915 0.110
H 0.1128 -2.7414 2.8515 0.124
H -0.6794 -1.7859 4.0849 0.126
H 1.1500 2.9075 0.9742 0.084
H 3.2982 3.9652 1.6520 0.101
H 4.8136 2.8452 3.2305 0.100
H 4.2233 0.6487 4.2164 0.107
H 2.0712 -1.2932 4.1163 0.162
H -1.5982 0.9684 -2.6106 0.076
H -2.0201 0.4055 -5.0008 0.101
H -2.5234 -1.9023 -5.6826 0.099
H -2.6485 -3.7239 -4.0057 0.106
H -2.3653 -4.0896 -1.1365 0.161
C 1.2322 -1.6995 -2.1138 -0.218
Ge 1.7783 0.0660 -1.4103 0.703
C 2.8275 0.9140 -2.8451 -0.237
C 3.0861 -0.3892 0.0015 -0.215
C 0.3632 1.2552 -0.9020 -0.414
H 2.1344 -2.2551 -2.3814 0.016
H 0.6079 -1.5993 -3.0017 0.008
H 0.6835 -2.2794 -1.3691 0.000
H 3.6678 0.2943 -3.1622 0.011
H 3.2179 1.8733 -2.4997 0.011
H 2.1908 1.1008 -3.7119 0.010
H 3.8481 -1.0375 -0.4380 0.017
H 2.6196 -0.9259 0.8303 0.001
H 3.5706 0.5026 0.3998 0.010
H 0.4860 2.1802 -1.4887 -0.045
```

=====

DFT (ωB97M-V/def2-TZVPD) results for the molecule C5H8O in a non-equilibrium geometry.

Properties
* SMILES: O[C@H]1C[C@H]2C[C@H]21
* gap between HOMO and LUMO: 10.82 eV
* LUMO: 1.00 eV
* DFT total energy: -7359.7649 eV

Geometry as XYZ:
```
14
Properties=species:S:1:pos:R:3:lowdin_charge:R:1
O 0.8835 -1.6779 1.0281 -0.034
C -0.1543 -0.7625 0.8587 -0.380
C 0.0031 0.8094 1.0460 -0.078
C -0.5503 1.0321 -0.3619 -0.186
C 0.4100 0.4030 -1.3190 -0.102
C -0.5406 -0.4892 -0.5652 -0.219
H 1.1432 -1.7874 0.0477 0.129
H -1.0026 -1.1084 1.4618 0.145
H 1.0411 1.1295 1.1831 0.113
H -0.6256 1.1779 1.8583 0.104
H -1.2917 1.7762 -0.6470 0.130
H 1.4816 0.4054 -1.1192 0.109
H 0.1588 0.5055 -2.3754 0.108
H -0.9561 -1.4138 -1.0961 0.160
```

=====

DFT (ωB97M-V/def2-TZVPD) results for the molecule C3H3NOS in a non-equilibrium geometry.

Properties
* spin multiplicity: 3
* gap between HOMO and LUMO (spin up / spin down): 8.81 / 7.08 eV
* LUMO (spin up / spin down): 0.84 / -2.90 eV
* DFT total energy: -17529.2918 eV

Geometry as XYZ:
```
9
Properties=species:S:1:pos:R:3:lowdin_charge:R:1
C -0.8957 -0.3903 0.0341 -0.562
C -0.5071 1.0561 0.0133 -0.542
C 0.5580 -0.7555 -0.0104 -0.186
N 0.8029 0.6798 -0.1057 0.071
O -1.0560 2.1162 0.0576 0.087
S -2.3726 -1.3467 0.0049 0.757
H 0.9369 -1.2340 0.8975 0.115
H 0.8740 -1.3291 -0.8856 0.113
H 1.6596 1.2035 -0.0057 0.147
```

=====

DFT (ωB97M-V/def2-TZVPD) results for the ion C6H12IN2 with charge +1 in a non-equilibrium geometry.

Properties
* spin multiplicity: 3
* total charge: +1
* gap between HOMO and LUMO (spin up / spin down): 7.63 / 8.22 eV
* LUMO (spin up / spin down): -3.15 / -5.20 eV
* DFT total energy: -17485.0891 eV

Geometry as XYZ:
```
21
Properties=species:S:1:pos:R:3:lowdin_charge:R:1
C 0.2708 -0.4391 -1.9134 -0.074
C 1.5350 -0.3606 -1.5385 0.005
C -0.9719 -0.6485 -1.1121 -0.227
C 1.2151 0.3475 0.9496 -0.262
C -0.9045 -0.8123 0.4215 -0.603
C -1.9888 -0.4489 1.3445 -0.126
N 0.9680 1.6603 0.6246 0.118
N 1.9648 -0.5012 -0.0161 0.038
I -0.1769 -2.8591 0.9012 0.961
H 0.1744 -0.2076 -2.9540 0.124
H 2.3379 -0.1205 -2.1684 0.103
H -1.6020 0.2114 -1.1829 0.117
H -1.4532 -1.5149 -1.5362 0.111
H 1.6930 0.1499 1.9036 0.130
H -2.7405 -1.0603 1.0265 0.071
H -2.0432 0.5526 1.1647 0.066
H -1.6335 -0.7113 2.2558 0.039
H 0.6800 2.0100 1.5573 0.129
H 0.1826 1.8356 0.0200 0.093
H 1.6220 -1.4776 0.2775 -0.004
H 2.9525 -0.1723 0.1399 0.192
```

=====

What is the DFT total energy in the eleventh record? -17529.2918 eV